Computed, not measured: C41H32Br2N5O3SbSn as an isolated structure in a non-equilibrium geometry, with ωB97M-V with the def2-TZVPD basis set.

Last column: Mulliken charge in e.
Positions of all 85 atoms, in Å:
Sn (-0.8481, -0.1296, 0.1938)  1.7142
Br (-4.6516, 3.2115, 5.9690)  -0.2218
C (-4.0613, 2.1393, 4.5160)  -0.3278
C (-4.2619, 0.7529, 4.5527)  -0.4535
C (-3.8085, -0.0288, 3.5184)  -0.4905
C (-3.1156, 0.5201, 2.4067)  0.1256
O (-2.6826, -0.2437, 1.4545)  -0.3598
C (-2.9423, 1.9286, 2.3835)  0.3811
C (-2.2912, 2.6409, 1.3035)  -0.5013
N (-1.5564, 2.1655, 0.3591)  0.5114
C (-0.9487, 3.1023, -0.5196)  0.8351
C (-0.5600, 4.3582, -0.1257)  -0.4901
C (0.0573, 5.2642, -1.0119)  -1.0867
C (0.3177, 4.9110, -2.3012)  -0.6374
C (-0.0359, 3.6174, -2.7522)  0.4516
C (0.2503, 3.1756, -4.0666)  -0.5818
C (-0.0906, 1.9134, -4.4479)  -1.0643
C (-0.7313, 1.0805, -3.5074)  -0.0721
N (-1.0087, 1.4493, -2.2798)  0.2212
C (-0.6691, 2.7054, -1.8729)  -0.8347
C (-3.4356, 2.7138, 3.4480)  -0.8632
H (-4.7691, 0.3067, 5.3986)  0.4304
H (-3.9530, -1.1042, 3.5271)  0.5211
H (-2.4793, 3.7176, 1.3254)  0.5771
H (-0.6957, 4.6621, 0.9056)  0.6180
H (0.3393, 6.2459, -0.6495)  0.3905
H (0.8104, 5.5928, -2.9855)  0.4209
H (0.7536, 3.8531, -4.7504)  0.4021
H (0.1232, 1.5432, -5.4442)  0.4535
H (-1.0149, 0.0667, -3.7836)  0.4160
H (-3.2750, 3.7864, 3.4281)  0.4832
C (1.8633, 1.9978, -1.1959)  -0.4713
C (2.1612, 0.6769, -1.8605)  0.6051
C (3.2828, 0.5692, -2.6879)  -0.9877
C (3.6125, -0.6488, -3.2406)  -0.8886
C (2.8212, -1.7536, -2.9457)  -0.7841
C (1.7144, -1.5806, -2.1251)  -0.5476
N (1.3793, -0.3863, -1.6106)  1.4880
Sb (0.6594, -3.4366, -1.7086)  0.8681
C (0.3914, -3.5212, 0.4489)  -0.2444
C (0.7795, -4.7540, 0.9545)  -0.7371
C (0.7581, -4.9512, 2.3314)  -0.6528
C (0.3760, -3.9075, 3.1430)  -0.8719
C (-0.0056, -2.6885, 2.5773)  0.7726
C (-0.3705, -1.5351, 3.4765)  -1.1437
N (-0.0147, -2.5164, 1.2480)  0.5617
C (-1.3324, -2.8991, -2.3581)  -0.1407
C (-1.8154, -3.6139, -3.4516)  -0.8182
C (-3.1026, -3.3540, -3.9009)  -0.5832
C (-3.8563, -2.3974, -3.2473)  -0.7873
C (-3.3155, -1.7089, -2.1616)  0.7011
C (-4.1166, -0.6639, -1.4334)  -1.0163
N (-2.0626, -1.9635, -1.7315)  0.4788
H (1.9297, 2.8207, -1.9129)  0.4867
H (0.8887, 2.0068, -0.7231)  -0.8299
H (2.5958, 2.1757, -0.4019)  0.5243
H (3.8904, 1.4488, -2.8709)  0.5370
H (4.4832, -0.7489, -3.8795)  0.4182
H (3.0641, -2.7324, -3.3364)  0.4818
H (1.0963, -5.5444, 0.2872)  0.4382
H (1.0504, -5.9033, 2.7560)  0.3985
H (0.3721, -4.0123, 4.2219)  0.5063
H (-1.0132, -1.8718, 4.2929)  0.6060
H (0.5393, -1.1109, 3.9150)  0.2418
H (-0.8671, -0.7380, 2.9326)  -0.3068
H (-1.1924, -4.3581, -3.9337)  0.4327
H (-3.5145, -3.9003, -4.7423)  0.3936
H (-4.8666, -2.1732, -3.5667)  0.4265
H (-5.1281, -0.5943, -1.8338)  0.4507
H (-4.1586, -0.8954, -0.3661)  0.1306
H (-3.6259, 0.3080, -1.5177)  0.0620
Br (7.2015, -2.2810, 1.7136)  -0.2243
C (5.5744, -1.3103, 1.8548)  -0.1522
C (4.4634, -1.7475, 1.1547)  -0.8466
C (3.2772, -1.0301, 1.2749)  1.0088
C (3.1986, 0.1042, 2.0690)  0.1453
C (4.3315, 0.5241, 2.7584)  -0.7529
C (5.5248, -0.1810, 2.6577)  -0.4343
C (1.9125, 0.9039, 2.1970)  -0.5695
O (1.9127, 1.8576, 2.9709)  -0.7739
O (0.9108, 0.5205, 1.4700)  -0.4098
H (4.5200, -2.6289, 0.5285)  0.5362
H (2.3885, -1.3426, 0.7488)  0.3902
H (4.2592, 1.4123, 3.3755)  0.4861
H (6.4088, 0.1411, 3.1935)  0.4303

Gap between HOMO and LUMO ... 6.8274 eV
LUMO energy ... -0.4 eV
Multiplicity ... 1